# 1
{"formula": "C13H34N3O7PSW", "method": "ωB97M-V/def2-TZVPD", "elements": ["W", "O", "S", "O", "O", "O", "C", "N", "C", "C", "C", "N", "C", "C", "H", "H", "H", "H", "H", "H", "H", "H", "H", "H", "H", "H", "H", "H", "H", "H", "C", "O", "P", "O", "C", "O", "C", "H", "H", "H", "H", "H", "H", "H", "H", "H", "C", "C", "C", "C", "N", "H", "H", "H", "H", "H", "H", "H", "H", "H"], "positions_angstrom": [[-0.2994, 0.2664, -0.3764], [-0.5542, 3.5144, -2.8708], [-0.8509, 2.6164, -1.7947], [-2.2544, 2.5954, -1.4125], [0.0029, 2.7055, -0.5657], [-0.4610, 1.1479, -2.2609], [-3.0186, -0.2046, -2.0361], [-2.5320, -0.3535, -0.6507], [-3.4800, 0.3550, 0.2279], [-2.5219, -1.7823, -0.2805], [-1.5223, -2.5314, -1.1318], [-0.1741, -1.8913, -1.0249], [0.6213, -2.6512, -0.0277], [0.5164, -2.0023, -2.3248], [-3.9753, -0.7352, -2.1422], [-2.2968, -0.5931, -2.7522], [-3.1456, 0.8571, -2.2360], [-4.5010, -0.0061, 0.0428], [-3.4081, 1.4222, 0.0228], [-3.2159, 0.1582, 1.2649], [-3.5287, -2.2131, -0.3937], [-2.2364, -1.8488, 0.7730], [-1.8299, -2.5198, -2.1776], [-1.4565, -3.5811, -0.8246], [0.7378, -3.6879, -0.3728], [0.1055, -2.6378, 0.9281], [1.5930, -2.1880, 0.0861], [0.5802, -3.0540, -2.6219], [1.5199, -1.5954, -2.2313], [-0.0348, -1.4431, -3.0782], [4.5304, -0.2490, -0.7562], [3.1079, -0.4175, -0.6991], [2.1370, 0.8648, -0.5440], [2.8590, 1.5961, 0.6751], [2.1987, 2.6258, 1.4164], [2.6089, 1.8310, -1.7267], [2.4072, 1.5208, -3.1069], [4.7907, 0.7315, -1.1558], [4.9226, -1.0294, -1.4060], [4.9467, -0.3547, 0.2446], [2.3900, 3.5871, 0.9420], [2.6231, 2.6058, 2.4201], [1.1199, 2.4548, 1.4438], [2.0277, 2.4197, -3.5897], [1.6694, 0.7315, -3.2387], [3.3656, 1.2266, -3.5406], [-1.3898, -0.9553, 3.3033], [-0.4163, 0.1155, 2.7932], [0.9771, -0.1602, 3.3718], [-0.9088, 1.5028, 3.2110], [-0.3251, 0.0440, 1.3625], [-1.3634, -0.9862, 4.3930], [-1.1116, -1.9434, 2.9330], [-2.4141, -0.7414, 3.0007], [0.9770, -0.0074, 4.4520], [1.7132, 0.5066, 2.9254], [1.2812, -1.1876, 3.1693], [-1.2993, 1.4741, 4.2280], [-1.7004, 1.8409, 2.5391], [-0.1038, 2.2342, 3.1818]], "lowdin_charge": [1.347, -0.289, 0.316, -0.361, -0.443, -0.539, -0.081, -0.349, -0.069, -0.193, -0.171, -0.362, -0.083, -0.079, 0.104, 0.072, 0.076, 0.099, 0.078, 0.062, 0.135, 0.097, 0.112, 0.129, 0.098, 0.072, 0.068, 0.102, 0.070, 0.087, -0.096, -0.340, 0.687, -0.283, -0.114, -0.289, -0.098, 0.085, 0.088, 0.087, 0.099, 0.090, 0.037, 0.094, 0.058, 0.089, -0.055, -0.690, -0.037, -0.034, -0.168, 0.086, 0.069, 0.065, 0.089, 0.057, 0.080, 0.084, 0.084, 0.070], "charge": 0, "e_above_lowest_kj_mol": 53.2, "mol_weight_da": 591.31}



# 2
{"formula": "C13H37N3O7", "method": "ωB97M-V/def2-TZVPD", "elements": ["C", "O", "H", "H", "H", "H", "C", "O", "H", "H", "H", "H", "C", "O", "H", "H", "H", "H", "C", "O", "H", "H", "H", "H", "C", "O", "N", "C", "C", "H", "H", "H", "H", "H", "H", "H", "C", "O", "N", "C", "C", "H", "H", "H", "H", "H", "H", "H", "C", "O", "N", "C", "C", "H", "H", "H", "H", "H", "H", "H"], "positions_angstrom": [[21.8526, 1.1220, 18.0939], [22.9382, 0.2532, 17.8302], [22.0358, 2.0642, 17.5739], [20.9349, 0.7257, 17.6336], [21.7250, 1.3001, 19.1623], [22.8306, -0.4857, 18.4406], [21.6498, -3.2031, 16.0988], [22.5487, -3.0767, 15.0234], [20.6934, -2.7025, 15.9105], [21.4320, -4.2603, 16.3247], [22.1027, -2.8015, 17.0028], [22.2051, -3.5770, 14.2788], [14.5741, -0.6320, 14.5968], [13.3067, -0.1071, 14.1805], [15.2561, -0.5970, 13.7565], [14.9753, -0.0521, 15.4338], [14.4958, -1.6589, 14.9711], [12.6654, -0.3085, 14.8653], [19.0308, -0.5566, 15.3096], [17.8128, -0.1642, 14.6867], [18.8927, -0.6666, 16.3915], [19.3105, -1.5402, 14.9292], [19.8329, 0.1584, 15.1176], [17.3098, 0.3030, 15.3661], [16.4377, 4.8544, 13.5510], [17.1046, 5.8202, 13.2415], [16.5424, 3.6185, 13.0232], [17.5236, 3.3195, 12.0061], [15.7267, 2.5078, 13.4920], [15.6593, 4.9141, 14.3324], [17.0294, 2.8557, 11.1522], [18.2940, 2.6574, 12.4071], [17.9920, 4.2512, 11.6993], [16.3381, 1.7816, 14.0262], [14.9289, 2.8545, 14.1471], [15.2442, 2.0241, 12.6400], [16.3110, 1.5768, 18.0082], [16.7288, 1.0036, 17.0112], [17.0854, 2.1734, 18.9260], [16.5533, 2.6956, 20.1493], [18.5092, 2.2804, 18.7269], [15.2362, 1.6048, 18.2371], [15.4927, 2.4578, 20.2374], [16.6234, 3.7898, 20.1859], [17.0629, 2.2900, 21.0235], [18.8325, 1.7518, 17.8396], [18.8102, 3.3297, 18.6738], [19.0054, 1.8505, 19.6025], [21.4951, -2.4995, 20.4487], [22.0657, -1.6667, 19.7733], [20.2230, -2.8983, 20.2631], [19.4640, -2.3732, 19.1465], [19.6784, -4.0147, 20.9968], [21.9949, -3.0064, 21.2907], [18.4316, -2.1818, 19.4404], [19.4618, -3.0925, 18.3200], [19.9140, -1.4495, 18.7976], [18.6837, -3.7784, 21.3786], [19.5913, -4.9091, 20.3693], [20.3281, -4.2608, 21.8338]], "lowdin_charge": [-0.180, -0.124, 0.081, 0.049, 0.076, 0.020, -0.174, -0.102, 0.045, 0.081, 0.071, 0.076, -0.157, -0.128, 0.072, 0.054, 0.081, 0.067, -0.151, -0.144, 0.062, 0.061, 0.084, 0.000, -0.358, 0.003, -0.194, -0.040, -0.050, 0.130, 0.089, 0.093, 0.083, 0.064, 0.088, 0.094, -0.295, -0.011, -0.191, -0.061, -0.032, 0.141, 0.087, 0.097, 0.092, 0.071, 0.103, 0.094, -0.313, 0.008, -0.189, -0.033, -0.058, 0.140, 0.092, 0.094, 0.074, 0.089, 0.094, 0.084], "charge": 0, "e_above_lowest_kj_mol": 0.0, "mol_weight_da": 347.45}